No. 1
DFT (ωB97M-V/def2-TZVPD) results for C29H43FeSn as an isolated structure at a distorted geometry.

Geometry as XYZ:
```
74
Properties=species:S:1:pos:R:3:mulliken_charge:R:1
C 4.709 -0.925 -0.151 -1.504
C 3.715 -0.360 0.854 0.479
C 2.936 -1.428 1.612 -0.500
C 1.775 -0.808 2.391 -1.458
Sn -0.145 -0.485 1.299 0.781
C -0.416 -2.645 0.991 -1.132
C -1.803 -3.205 0.700 -0.399
C -1.746 -4.718 0.423 -0.371
C -3.025 -5.318 -0.165 -1.286
C -1.226 -0.222 3.197 -1.402
C -0.982 -1.418 4.145 0.006
C -2.226 -2.214 4.562 -0.199
C -1.966 -2.999 5.846 -1.393
H -0.608 0.564 -0.149 0.082
H 5.184 -0.115 -0.709 0.325
H 5.497 -1.500 0.341 0.421
H 4.205 -1.578 -0.873 0.310
H 4.214 0.310 1.570 0.346
H 2.980 0.256 0.325 -0.573
H 2.569 -2.191 0.910 0.150
H 3.607 -1.960 2.307 0.389
H 1.524 -1.432 3.256 0.466
H 2.010 0.204 2.747 0.559
H 0.253 -2.789 0.130 0.454
H 0.047 -3.150 1.850 0.344
H -2.486 -3.005 1.539 0.111
H -2.231 -2.697 -0.174 0.352
H -0.919 -4.909 -0.274 0.333
H -1.504 -5.248 1.354 0.299
H -2.867 -6.385 -0.354 0.368
H -3.884 -5.224 0.507 0.308
H -3.285 -4.849 -1.120 0.324
H -0.796 0.704 3.606 0.424
H -2.279 -0.062 2.945 0.477
H -0.289 -2.147 3.688 0.008
H -0.446 -1.047 5.036 0.431
H -3.070 -1.529 4.701 0.412
H -2.495 -2.903 3.747 -0.062
H -2.895 -3.440 6.210 0.411
H -1.241 -3.801 5.684 0.302
H -1.570 -2.348 6.632 0.329
C 3.978 2.580 -1.941 -1.201
C 2.996 2.131 -0.972 0.290
C 2.141 1.145 -1.637 0.790
C 2.587 1.012 -3.004 -0.995
C 3.718 1.899 -3.195 -0.788
Fe 2.125 2.886 -2.534 -0.291
C 1.862 4.442 -3.715 -0.888
C 1.713 4.830 -2.315 -0.980
C 0.688 4.006 -1.728 -0.365
C 0.165 3.084 -2.750 1.090
C -0.825 2.044 -2.611 -1.492
C -2.190 2.296 -2.371 1.485
C -3.143 1.296 -2.724 -0.800
C -4.496 1.580 -2.712 -0.427
C -4.955 2.835 -2.288 -0.484
C -4.041 3.797 -1.838 -0.573
C -2.678 3.548 -1.868 -0.542
C 0.936 3.370 -3.978 -0.694
H 4.827 3.224 -1.720 0.496
H 2.948 2.390 0.086 0.697
H 1.376 0.545 -1.150 0.139
H 2.202 0.301 -3.730 0.479
H 4.335 1.932 -4.090 0.514
H 2.531 4.899 -4.434 0.448
H 2.242 5.639 -1.818 0.498
H 0.279 4.072 -0.722 0.625
H -0.531 1.060 -2.999 0.227
H -2.770 0.328 -3.073 0.262
H -5.208 0.828 -3.055 0.330
H -6.032 3.054 -2.277 0.286
H -4.389 4.767 -1.472 0.330
H -1.955 4.313 -1.564 0.296
H 0.737 2.887 -4.933 0.511
```

Output
E_HOMO: -1.8 eV
total charge: -1
energy relative to the best compared isomer or geometry (same formula, charge and spin): 52.69 kJ/mol
Kohn-Sham gap: 4.46 eV

No. 2
DFT (ωB97M-V/def2-TZVPD) results for C29H43GaN3O7P2 as an isolated structure at a distorted geometry.

Geometry as XYZ:
```
85
Properties=species:S:1:pos:R:3:mulliken_charge:R:1
Ga -0.556 2.629 -2.869 -0.859
C -0.696 -2.665 0.632 0.586
C 0.629 -2.777 0.111 0.964
C 0.672 -1.317 1.883 0.739
C -0.669 -1.772 1.728 0.416
C 1.481 -1.968 0.910 0.737
C -1.899 -3.389 0.177 -1.571
H -1.689 -4.000 -0.705 0.352
H -2.705 -2.685 -0.072 0.393
H -2.286 -4.050 0.966 0.470
C -1.826 -1.414 2.571 -1.313
H -2.613 -2.170 2.460 0.433
H -2.251 -0.436 2.307 0.025
H -1.539 -1.368 3.630 0.431
C 1.167 -0.376 2.906 -1.534
H 1.567 -0.911 3.789 0.354
H 0.363 0.301 3.239 0.285
H 1.989 0.239 2.501 0.347
C 2.951 -1.882 0.830 -1.456
H 3.424 -2.627 1.483 0.391
H 3.302 -0.900 1.154 0.365
H 3.318 -2.070 -0.180 0.432
C 1.039 -3.654 -1.006 -1.838
H 1.286 -4.672 -0.649 0.385
H 1.932 -3.268 -1.523 0.386
H 0.235 -3.759 -1.756 0.342
C -1.469 2.462 -4.523 0.973
C -2.016 1.024 -4.676 -0.470
C -1.327 -0.123 -5.450 -0.750
C 0.096 0.116 -5.948 -1.233
C 1.107 0.799 -5.084 -0.280
C 1.499 2.081 -5.108 -0.110
C 0.747 3.233 -5.633 -0.679
C -0.774 2.975 -5.767 -1.332
H -1.915 -0.377 -6.349 0.264
H 0.045 0.621 -6.927 0.389
H -1.348 -1.028 -4.816 -0.029
H -0.995 2.251 -6.567 0.433
H -2.406 3.064 -4.464 1.150
H -2.996 1.250 -5.120 0.798
H -1.261 3.939 -5.992 0.368
H 0.932 4.114 -4.992 0.264
H 2.566 2.267 -5.075 0.505
H 1.115 3.523 -6.633 0.574
H 0.520 -0.887 -6.154 0.536
H 1.747 0.078 -4.561 0.545
P -2.327 0.447 -3.007 0.657
C -3.881 1.274 -2.602 -1.271
C -2.137 -1.225 -2.340 -0.933
P 2.106 1.407 -0.898 0.057
C 0.548 1.189 -1.931 1.482
C 2.979 0.067 -1.791 -0.941
C 2.540 2.876 -2.010 -0.906
H -3.633 2.125 -1.963 0.209
H -4.553 0.624 -2.041 0.421
H -4.434 1.610 -3.488 0.370
H -1.909 -1.996 -3.081 0.426
H -3.023 -1.560 -1.801 0.354
H -1.315 -1.215 -1.625 0.024
H 1.820 2.943 -2.868 0.025
H 3.549 2.764 -2.457 0.385
H 2.414 3.809 -1.428 0.270
H 1.088 1.026 -2.901 -0.721
H 0.154 0.202 -1.628 -0.885
H 3.981 -0.061 -1.366 0.421
H 3.051 0.306 -2.862 0.450
H 2.436 -0.885 -1.709 0.009
O 0.281 7.605 3.215 -0.568
N -0.101 6.436 3.426 0.951
O -0.295 5.951 4.570 -0.569
C -0.358 5.527 2.315 -0.495
C -0.207 5.897 0.960 -0.504
C -0.670 5.051 -0.077 -0.312
C -1.328 3.771 0.195 0.989
O -1.577 2.921 -0.715 -0.314
C -1.436 3.464 1.630 -0.758
C -0.804 4.224 2.623 -0.183
N -1.905 2.162 2.045 1.152
O -2.730 1.551 1.340 -0.595
O -1.443 1.699 3.122 -0.680
N -0.213 5.311 -1.400 0.848
O 0.606 6.213 -1.570 -0.539
O -0.732 4.702 -2.470 -0.659
H 0.288 6.836 0.699 0.592
H -0.666 3.801 3.629 0.561
```

Output
E_HOMO (alpha / beta): -9.7 / -9.7 eV
total charge: +1
energy relative to the best compared isomer or geometry (same formula, charge and spin): 296.27 kJ/mol
Kohn-Sham gap (alpha / beta): 3.97 / 3.99 eV

No. 3
DFT (ωB97M-V/def2-TZVPD) results for C29H43N15RuS as an isolated structure at a distorted geometry.

Geometry as XYZ:
```
89
Properties=species:S:1:pos:R:3:mulliken_spin:R:1
Ru 0.629 -0.123 -0.677 3.940
C -2.218 -4.016 2.540 0.001
N -2.031 -2.644 2.049 0.011
C -2.604 -1.616 2.909 0.000
C -1.193 -2.365 1.038 0.051
N -0.498 -1.226 0.981 0.113
C 0.072 -0.677 2.159 0.003
C 0.501 -1.512 3.175 0.013
C 1.178 -1.049 4.308 -0.005
C 1.443 0.284 4.433 0.021
C 1.012 1.191 3.443 -0.005
C 1.251 2.564 3.657 0.033
C 0.780 3.496 2.774 -0.008
C 0.069 3.075 1.651 0.020
C -0.177 1.743 1.372 -0.005
N -0.821 1.390 0.156 0.120
C -1.813 2.162 -0.309 0.050
N -2.696 2.760 0.513 0.012
C -3.211 4.109 0.241 0.001
C -2.991 2.273 1.857 -0.001
N -2.030 2.278 -1.646 -0.006
C -0.958 2.340 -2.638 0.041
C -3.370 2.524 -2.201 0.001
C 0.304 0.737 2.279 -0.037
N -1.181 -3.231 -0.008 -0.009
C -2.350 -4.067 -0.324 0.001
C 0.028 -3.579 -0.758 0.038
H -2.039 -4.013 3.616 0.000
H -1.499 -4.690 2.081 0.000
H -3.230 -4.377 2.360 0.001
H -2.049 -1.517 3.843 0.000
H -3.629 -1.902 3.142 0.000
H -2.611 -0.663 2.390 0.003
H 0.327 -2.578 3.066 -0.002
H 1.500 -1.746 5.071 0.000
H 1.970 0.663 5.299 0.000
H 1.800 2.867 4.539 0.000
H 0.958 4.550 2.942 0.000
H -0.296 3.820 0.950 0.001
H -2.716 4.542 -0.622 0.000
H -2.990 4.734 1.107 0.000
H -4.288 4.108 0.083 0.001
H -2.731 1.222 1.932 0.000
H -4.059 2.388 2.035 0.000
H -2.448 2.834 2.619 0.000
H -0.035 1.921 -2.253 -0.030
H -0.775 3.372 -2.943 0.000
H -1.253 1.777 -3.524 0.007
H -4.135 2.195 -1.504 0.000
H -3.461 1.952 -3.125 0.000
H -3.536 3.573 -2.446 0.000
H -3.261 -3.598 0.041 0.000
H -2.275 -5.073 0.089 0.000
H -2.411 -4.162 -1.409 0.000
H 0.476 -4.497 -0.371 -0.001
H 0.780 -2.796 -0.696 -0.020
H -0.234 -3.739 -1.804 0.006
N -1.563 -0.841 -1.779 0.102
N -1.572 -1.115 -3.146 -0.001
C -0.419 -1.140 -3.827 -0.009
N -0.476 -1.454 -5.111 0.019
S 1.083 -0.787 -3.107 0.231
H -1.817 -1.674 -1.246 -0.014
H -2.208 -0.082 -1.569 -0.002
H -2.445 -1.364 -3.593 0.003
H -1.334 -1.701 -5.582 -0.002
H 0.374 -1.465 -5.654 0.001
N 2.626 -2.630 1.137 0.013
C 3.265 -2.053 0.103 0.003
N 4.303 -2.686 -0.408 0.006
C 4.954 -2.029 -1.376 -0.003
N 5.954 -2.642 -1.987 0.007
N 4.679 -0.749 -1.768 0.008
C 3.623 -0.238 -1.217 0.035
N 2.791 -0.847 -0.335 0.124
C 3.302 1.188 -1.520 0.000
C 4.208 1.996 -2.175 -0.007
C 3.915 3.346 -2.309 0.004
C 2.732 3.832 -1.778 0.004
C 1.868 2.946 -1.161 0.025
N 2.137 1.644 -1.035 0.097
H 3.103 -3.417 1.551 0.001
H 2.094 -2.032 1.756 -0.003
H 6.219 -3.572 -1.707 0.000
H 6.487 -2.156 -2.689 0.000
H 5.126 1.565 -2.547 0.001
H 4.608 4.008 -2.812 0.000
H 2.476 4.880 -1.840 0.000
H 0.929 3.285 -0.749 -0.009
```

Output
E_HOMO (alpha / beta): -14.9 / -14.9 eV
total charge: +3
Kohn-Sham gap (alpha / beta): 7.17 / 5.00 eV
spin multiplicity: 6

> What is the total charge in the second record?

+1